Record 1
{
  "formula": "C26H26IIrN7O",
  "method": "ωB97M-V/def2-TZVPD",
  "e_tot_ha": -1866.636586,
  "e_lumo_ha": [-0.079, -0.200],
  "s_squared": 6.09,
  "fmax_ev_per_a": 1.856,
  "total_charge": 1,
  "spin_multiplicity": 5,
  "elements": ["Ir", "I", "O", "N", "N", "N", "N", "N", "N", "N", "C", "C", "C", "C", "C", "C", "C", "C", "C", "C", "C", "C", "C", "C", "C", "C", "C", "C", "C", "C", "C", "C", "C", "C", "C", "C", "H", "H", "H", "H", "H", "H", "H", "H", "H", "H", "H", "H", "H", "H", "H", "H", "H", "H", "H", "H", "H", "H", "H", "H", "H", "H"],
  "coordinates": [[-0.923, 0.756, -0.918], [-1.498, 2.038, 3.435], [0.686, -0.396, -0.315], [-2.422, 1.908, -1.287], [-0.311, 1.647, -2.621], [3.002, -2.899, -0.029], [-3.448, 1.900, -0.478], [-2.292, 0.156, 0.555], [-3.249, -0.977, 2.355], [2.346, -1.788, 0.432], [2.108, 1.842, -2.333], [2.458, -3.259, -1.212], [2.929, -4.447, -1.957], [-2.362, 2.712, -2.358], [3.698, 0.649, 3.549], [1.397, -1.414, -0.493], [-1.177, 2.578, -3.100], [4.602, 0.107, 2.650], [3.840, -3.717, 0.804], [0.222, 3.049, -5.026], [0.954, 1.424, -3.279], [-5.545, 1.760, 1.504], [-4.448, 0.899, 1.466], [4.160, -0.705, 1.622], [-6.449, 0.532, 3.366], [1.893, -0.446, 2.403], [-3.398, 1.019, 0.493], [2.804, -0.991, 1.507], [-0.924, 3.319, -4.280], [1.472, -2.360, -1.541], [2.346, 0.379, 3.417], [-6.538, 1.565, 2.444], [1.120, 2.124, -4.585], [-4.361, -0.139, 2.413], [-2.261, -0.768, 1.469], [-5.352, -0.317, 3.361], [2.675, -5.366, -1.429], [3.061, 1.496, -2.722], [4.858, -3.767, 0.412], [0.391, 3.573, -5.955], [-7.393, 2.223, 2.457], [4.047, 1.286, 4.347], [-7.236, 0.379, 4.089], [1.056, 0.340, -3.442], [0.840, -0.650, 2.300], [2.456, -4.475, -2.934], [1.940, 1.419, -1.344], [4.858, -1.100, 0.900], [-5.266, -1.107, 4.093], [-3.168, -1.696, 3.060], [3.435, -4.727, 0.858], [2.015, 1.891, -5.139], [0.859, -2.368, -2.420], [-1.641, 4.059, -4.588], [5.655, 0.321, 2.739], [1.638, 0.811, 4.106], [2.139, 2.926, -2.243], [-3.177, 3.371, -2.610], [4.010, -4.421, -2.086], [3.873, -3.295, 1.806], [-5.592, 2.566, 0.789], [-1.410, -1.434, 1.521]],
  "nbo_charge": [0.87, 0.00, -0.73, -0.30, -0.43, -0.16, -0.26, -0.58, -0.55, -0.23, -0.60, 0.27, -0.66, -0.01, -0.20, 0.60, 0.10, -0.19, -0.43, -0.23, -0.10, -0.15, -0.12, -0.25, -0.18, -0.23, 0.27, 0.18, -0.19, -0.41, -0.18, -0.20, -0.14, 0.22, 0.36, -0.26, 0.24, 0.22, 0.22, 0.23, 0.23, 0.23, 0.23, 0.21, 0.22, 0.25, 0.22, 0.22, 0.22, 0.43, 0.22, 0.21, 0.25, 0.22, 0.23, 0.23, 0.22, 0.22, 0.24, 0.25, 0.24, 0.21]
}



Record 2
{
  "formula": "C26H33N3O4",
  "method": "ωB97M-V/def2-TZVPD",
  "e_tot_ha": -1475.601080,
  "e_lumo_ha": 0.020,
  "fmax_ev_per_a": 2.385,
  "relative_energy_kcal_mol": 154.1,
  "spin_multiplicity": 1,
  "elements": ["O", "O", "O", "O", "N", "N", "N", "C", "C", "C", "C", "C", "C", "C", "C", "C", "C", "C", "C", "C", "C", "C", "C", "C", "C", "C", "C", "C", "C", "C", "C", "C", "C", "H", "H", "H", "H", "H", "H", "H", "H", "H", "H", "H", "H", "H", "H", "H", "H", "H", "H", "H", "H", "H", "H", "H", "H", "H", "H", "H", "H", "H", "H", "H", "H", "H"],
  "coordinates": [[3.623, -5.565, -3.991], [5.171, 1.712, 0.509], [4.535, -0.308, -0.525], [-6.683, 4.282, -0.438], [-4.411, 2.727, -0.032], [1.321, 1.186, 1.689], [2.648, -3.824, -1.996], [2.451, 0.644, 2.354], [-3.391, 1.918, 0.478], [-5.390, 4.871, -0.527], [-1.617, 1.509, 2.053], [1.231, 2.640, 2.156], [-4.411, 4.136, 0.358], [-1.113, 0.494, 1.253], [3.287, -3.287, -3.199], [1.986, -2.934, -1.136], [-3.053, 0.699, -0.162], [1.003, -0.752, -0.654], [0.242, -0.060, 1.643], [1.210, -2.379, 1.105], [2.949, 1.424, 3.431], [0.847, -1.097, 0.685], [-5.690, 2.053, -0.222], [3.057, -6.130, -2.814], [-1.901, -0.006, 0.211], [4.277, -4.317, -3.730], [-6.708, 2.946, -0.913], [-2.643, 2.326, 1.600], [4.855, 0.700, -0.004], [1.627, -1.626, -1.548], [1.740, -3.295, 0.198], [2.119, -5.179, -2.078], [2.111, 2.748, 3.376], [2.018, -4.302, 0.523], [-3.403, 4.515, 0.178], [1.626, 1.312, 0.699], [1.145, -5.212, -2.609], [2.766, 3.629, 3.337], [0.577, 0.188, -1.029], [0.141, -0.507, 2.661], [-1.633, -0.921, -0.330], [-5.518, 1.177, -0.859], [2.666, -0.414, 2.189], [2.817, 0.938, 4.419], [1.672, 3.206, 1.338], [-6.518, 2.916, -2.005], [1.985, -5.563, -1.062], [-1.154, 1.679, 3.030], [5.102, -4.424, -2.988], [2.491, -6.991, -3.193], [4.029, 1.631, 3.301], [4.659, -4.000, -4.712], [3.858, -6.454, -2.120], [-5.001, 4.862, -1.563], [0.225, 3.008, 2.261], [-3.659, 0.352, -1.007], [1.783, -1.328, -2.592], [3.846, -2.389, -2.912], [-2.862, 3.257, 2.133], [2.547, -3.041, -3.988], [-6.126, 1.724, 0.746], [-5.528, 5.890, -0.151], [1.507, 2.827, 4.291], [-4.675, 4.273, 1.419], [1.060, -2.691, 2.145], [-7.724, 2.600, -0.678]],
  "nbo_charge": [-0.53, -0.52, -0.53, -0.52, -0.45, -0.37, -0.47, -0.55, 0.17, -0.07, -0.19, -0.21, -0.24, -0.12, -0.25, 0.27, -0.27, -0.15, -0.05, -0.18, -0.39, -0.11, -0.23, -0.07, -0.13, -0.07, -0.07, -0.23, 1.04, -0.30, -0.27, -0.24, -0.42, 0.21, 0.21, 0.39, 0.17, 0.22, 0.21, 0.24, 0.22, 0.21, 0.20, 0.16, 0.20, 0.16, 0.21, 0.21, 0.17, 0.20, 0.17, 0.20, 0.16, 0.17, 0.22, 0.21, 0.22, 0.22, 0.21, 0.17, 0.17, 0.20, 0.20, 0.18, 0.22, 0.20]
}



Record 3
{
  "formula": "C28H46B2BrCoF2O2Si",
  "method": "ωB97M-V/def2-TZVPD",
  "e_tot_ha": -5740.856889,
  "e_lumo_ha": [0.018, -0.036],
  "s_squared": 6.01,
  "fmax_ev_per_a": 1.163,
  "relative_energy_kcal_mol": 1.7,
  "spin_multiplicity": 5,
  "elements": ["Br", "Co", "Si", "F", "F", "O", "O", "C", "C", "C", "C", "C", "C", "C", "C", "C", "C", "C", "C", "C", "C", "C", "C", "C", "C", "C", "C", "C", "C", "C", "C", "C", "C", "C", "C", "B", "B", "H", "H", "H", "H", "H", "H", "H", "H", "H", "H", "H", "H", "H", "H", "H", "H", "H", "H", "H", "H", "H", "H", "H", "H", "H", "H", "H", "H", "H", "H", "H", "H", "H", "H", "H", "H", "H", "H", "H", "H", "H", "H", "H", "H", "H", "H"],
  "coordinates": [[-0.321, -1.227, 2.095], [0.092, -0.367, -0.181], [-0.643, -3.322, 3.243], [0.326, 2.470, 0.968], [-0.927, 2.463, -0.860], [-0.619, -2.683, -1.940], [-2.375, -1.246, -2.019], [-1.524, -3.281, -2.891], [4.099, -1.541, -3.677], [-2.972, -2.287, 4.526], [0.038, -4.068, 5.896], [-2.982, -4.731, 4.038], [2.875, -1.275, 0.340], [4.133, -1.833, 0.024], [1.326, -4.209, 1.361], [-3.310, -3.064, 2.197], [1.653, -0.379, -3.049], [-0.976, -5.012, 0.957], [2.434, -0.913, -1.996], [3.692, -1.490, -2.323], [-2.079, -4.547, -2.245], [2.005, -0.849, -0.637], [-2.552, -3.355, 3.503], [-4.050, -2.637, -3.031], [0.040, -4.677, 2.059], [-0.718, -3.654, -4.127], [-2.407, -1.361, -4.401], [0.409, -3.021, 4.832], [0.211, -1.619, 5.430], [4.523, -1.959, -1.279], [-2.607, -2.158, -3.114], [0.327, -5.965, 2.851], [2.083, -0.416, -4.345], [3.317, -1.015, -4.667], [1.906, -3.159, 4.508], [-1.163, -1.524, -1.451], [-0.207, 1.717, -0.008], [-4.062, -2.280, 4.604], [2.610, -1.190, 1.389], [-4.064, -4.724, 4.195], [-1.366, -4.037, -4.916], [-4.285, -3.005, -2.034], [1.483, 0.023, -5.134], [1.140, -3.349, 0.716], [0.702, 0.085, -2.802], [0.731, -3.975, 6.737], [-0.562, -6.332, 3.371], [0.106, -5.090, 5.515], [-1.247, -5.201, -1.983], [-2.573, -2.502, 5.519], [1.701, -5.019, 0.728], [2.114, -3.945, 2.065], [-1.410, -0.919, -4.425], [-4.712, -1.799, -3.247], [2.484, -2.910, 5.402], [-2.505, -4.963, 4.993], [-4.247, -3.425, -3.759], [-2.740, -5.079, -2.930], [-2.624, -4.309, -1.330], [0.786, -1.553, 6.358], [-1.226, -4.132, 0.360], [5.051, -2.001, -3.918], [-2.986, -2.127, 1.741], [1.120, -5.833, 3.586], [-0.155, -2.800, -4.500], [0.573, -0.845, 4.755], [0.648, -6.740, 2.150], [-0.532, -5.752, 0.285], [-3.197, -3.861, 1.465], [-4.377, -2.972, 2.423], [-0.001, -4.430, -3.860], [-0.828, -1.401, 5.666], [-0.972, -3.915, 6.280], [5.481, -2.403, -1.524], [-1.891, -5.445, 1.363], [2.208, -2.471, 3.715], [-3.134, -0.549, -4.428], [4.780, -2.162, 0.828], [-2.750, -5.539, 3.342], [-2.648, -1.291, 4.220], [3.647, -1.045, -5.697], [-2.545, -1.990, -5.279], [2.172, -4.174, 4.212]],
  "mulliken_charge": [-0.07, 0.62, -1.16, -0.26, -0.27, -0.03, -0.71, 1.80, -0.82, -2.20, -1.80, -1.60, 0.00, -0.79, -1.80, -1.99, -0.39, -2.16, 1.58, 0.86, -2.00, -0.63, 2.57, -1.82, 3.00, -1.88, -1.98, 2.39, -1.74, -0.92, 1.93, -1.92, -0.77, -0.60, -1.79, -0.10, -0.10, 0.60, 0.42, 0.50, 0.37, 0.31, 0.42, -0.13, 0.25, 0.54, 0.37, 0.31, 0.45, 0.38, 0.58, 0.29, 0.17, 0.45, 0.62, 0.30, 0.35, 0.47, 0.21, 0.55, 0.16, 0.38, 0.40, 0.37, 0.26, 0.36, 0.52, 0.70, 0.33, 0.56, 0.48, 0.31, 0.32, 0.37, 0.38, 0.17, 0.54, 0.42, 0.31, 0.36, 0.40, 0.35, 0.31]
}



Record 4
{
  "formula": "C2H8O3",
  "method": "ωB97M-V/def2-TZVPD",
  "e_tot_ha": -306.672971,
  "e_lumo_ha": 0.017,
  "fmax_ev_per_a": 4.568,
  "relative_energy_kcal_mol": 23.2,
  "spin_multiplicity": 1,
  "smiles": "CC=O.O.O",
  "elements": ["O", "O", "O", "C", "C", "H", "H", "H", "H", "H", "H", "H", "H"],
  "coordinates": [[-0.299, -1.539, 0.878], [-1.727, 1.615, 2.144], [-1.091, -0.825, -3.168], [0.811, -1.050, 0.698], [0.970, 0.353, 0.167], [0.029, 0.853, -0.046], [-0.686, 0.044, -3.036], [-0.339, -1.373, -2.988], [1.419, 0.987, 1.029], [-0.963, 1.667, 1.631], [1.862, 0.433, -0.488], [-1.676, 0.586, 2.355], [1.687, -1.751, 0.823]],
  "nbo_charge": [-0.53, -0.92, -0.92, 0.41, -0.75, 0.24, 0.46, 0.46, 0.24, 0.45, 0.25, 0.47, 0.13]
}